Record 1
An isolated molecule of C4H4N2O, computed with the ωB97M-V functional and the def2-TZVPD basis.

Output
Electronic energy: -339.3891 a.u.
Maximum force: 2.67 eV/A
Gap between HOMO and LUMO: 10.03 eV
Relative energy (zero: lowest compared OMol25 entry of this formula, charge and spin): 120.8 kcal/mol
Charge: 0
Structure (SMILES): O=CC1n2ccn21

Last column: natural (NBO) charge in e.
Element x y z (Å)
C: -1.63 0.64 0.13  -0.11
C: -1.61 -0.64 -0.30  -0.11
C: 2.04 0.03 0.27  0.42
C: 0.69 0.08 -0.33  -0.04
N: -0.27 0.51 0.69  -0.25
N: -0.31 -0.85 0.30  -0.24
O: 3.03 -0.12 -0.42  -0.49
H: -2.42 1.40 0.37  0.23
H: -2.31 -1.46 -0.69  0.23
H: 2.00 0.17 1.38  0.13
H: 0.79 0.23 -1.39  0.23

=====

Record 2
A 2-piece molecular cluster, C27H31FN2O4S overall, computed with the ωB97M-V functional and the def2-TZVPD basis.

Output
Electronic energy: -1955.8046 a.u.
Maximum force: 1.72 eV/A
Gap between HOMO and LUMO: 5.18 eV
Relative energy (zero: lowest compared OMol25 entry of this formula, charge and spin): 0.0 kcal/mol
Charge: 0

Last column: natural (NBO) charge in e.
Element x y z (Å)
C: -5.70 -1.52 1.34  -0.40
N: -4.64 -1.48 2.33  -0.42
C: -4.80 -2.43 3.41  -0.41
C: -3.47 -0.81 2.14  0.34
C: -3.36 0.25 1.19  -0.31
C: -2.14 0.76 0.84  -0.12
C: -0.93 0.25 1.39  -0.12
C: 0.31 0.76 0.94  0.03
C: 1.56 0.21 1.32  -0.15
C: 2.65 1.07 1.64  -0.12
C: 3.87 0.55 2.01  -0.22
C: 4.09 -0.85 1.99  0.21
N: 5.39 -1.35 2.19  -0.50
C: 5.80 -1.91 3.47  -0.39
C: 6.13 -1.86 1.06  -0.39
C: 3.02 -1.71 1.66  -0.19
C: 1.77 -1.20 1.39  -0.16
C: -1.06 -0.72 2.44  -0.13
C: -2.29 -1.18 2.85  -0.33
H: -5.64 -0.69 0.62  0.21
H: -5.68 -2.47 0.77  0.20
H: -6.65 -1.47 1.88  0.20
H: -4.39 -2.02 4.34  0.21
H: -5.88 -2.59 3.54  0.21
H: -4.33 -3.40 3.20  0.20
H: -4.26 0.66 0.73  0.21
H: -2.05 1.59 0.12  0.24
H: 0.29 1.74 0.45  0.26
H: 2.49 2.15 1.62  0.22
H: 4.71 1.21 2.26  0.23
H: 5.40 -1.31 4.29  0.20
H: 5.47 -2.95 3.59  0.16
H: 6.90 -1.89 3.50  0.20
H: 5.98 -1.21 0.19  0.21
H: 7.19 -1.87 1.33  0.20
H: 5.82 -2.88 0.79  0.17
H: 3.21 -2.78 1.61  0.21
H: 0.93 -1.87 1.19  0.22
H: -0.17 -1.09 2.95  0.23
H: -2.36 -1.89 3.68  0.22
C: 2.97 4.22 -3.86  -0.63
C: 3.07 3.23 -2.72  -0.07
O: 1.73 2.84 -2.29  -0.52
C: 1.68 1.58 -1.76  0.70
C: 0.27 1.09 -1.68  -0.19
F: 0.20 -0.25 -1.67  -0.37
S: -0.82 1.83 -2.98  2.10
C: -2.30 0.82 -3.13  -0.23
C: -2.38 -0.12 -4.17  -0.19
C: -3.50 -0.95 -4.26  -0.22
C: -4.51 -0.88 -3.29  -0.20
C: -4.46 0.11 -2.30  -0.22
C: -3.38 1.00 -2.26  -0.22
O: -1.26 3.10 -2.44  -0.95
O: -0.12 1.70 -4.25  -0.94
O: 2.64 0.89 -1.42  -0.63
H: 4.00 4.47 -4.15  0.21
H: 2.48 3.78 -4.73  0.22
H: 2.46 5.14 -3.58  0.21
H: 3.60 2.33 -3.07  0.20
H: 3.58 3.66 -1.85  0.17
H: -1.57 -0.17 -4.90  0.25
H: -3.57 -1.66 -5.09  0.22
H: -5.35 -1.59 -3.30  0.21
H: -5.25 0.18 -1.54  0.20
H: -3.39 1.85 -1.56  0.23

=====

Record 3
A 2-piece molecular cluster, C3H9NO2 overall, computed with the ωB97M-V functional and the def2-TZVPD basis.

Output
Electronic energy: -324.9415 a.u.
Maximum force: 1.46 eV/A
Gap between HOMO and LUMO: 9.98 eV
Relative energy (zero: lowest compared OMol25 entry of this formula, charge and spin): 19.5 kcal/mol
Charge: 0
Structure (SMILES): CC(=O)O.CN

Last column: natural (NBO) charge in e.
Element x y z (Å)
C: -1.19 1.05 -2.16  -0.42
N: -1.68 1.49 -0.85  -0.83
H: -2.21 0.74 -0.42  0.35
H: -0.90 1.65 -0.22  0.36
H: 1.62 0.40 -0.35  0.50
H: -1.13 1.90 -2.82  0.19
H: -1.87 0.32 -2.63  0.19
H: -0.26 0.47 -2.14  0.16
C: 1.10 -1.72 2.01  -0.72
C: 1.11 -0.38 1.34  0.79
O: 1.48 -0.47 0.06  -0.69
O: 0.79 0.67 1.86  -0.60
H: 0.26 -2.25 1.54  0.24
H: 0.92 -1.63 3.07  0.24
H: 1.98 -2.24 1.71  0.24

=====

Record 4
A 2-piece molecular cluster, C13H21Br2ClN2O4PS overall, computed with the ωB97M-V functional and the def2-TZVPD basis.

Output
Electronic energy: -7266.0282 a.u.
Maximum force: 0.84 eV/A
Gap between HOMO and LUMO: 7.51 eV
Charge: +1

Last column: natural (NBO) charge in e.
Element x y z (Å)
C: 1.58 -0.19 4.69  -0.64
C: 0.15 -0.63 4.46  -0.19
Cl: -0.88 -0.23 5.88  -0.03
C: -0.55 0.10 3.32  -0.25
N: 0.05 -0.18 1.98  -0.10
N: 0.77 -1.30 1.97  -0.18
C: 1.37 -1.65 0.87  0.07
S: 2.34 -3.14 0.91  0.08
C: 1.30 -0.83 -0.28  -0.15
C: 0.55 0.32 -0.27  -0.38
P: 0.60 1.34 -1.81  2.38
O: 0.44 2.77 -1.59  -1.05
O: 2.00 0.92 -2.47  -0.99
O: -0.42 0.55 -2.73  -0.99
C: -0.14 0.63 0.93  0.34
C: -1.08 1.80 1.18  -0.34
Br: -2.39 1.84 -0.26  0.12
C: -0.39 3.13 1.61  -0.24
C: -0.94 4.41 0.99  -0.64
Br: 1.56 3.07 1.47  0.03
H: 2.09 0.04 3.75  0.21
H: 1.60 0.72 5.29  0.24
H: 2.16 -0.97 5.19  0.25
H: 0.06 -1.71 4.36  0.24
H: -0.46 1.17 3.50  0.23
H: -1.61 -0.17 3.27  0.25
H: 1.30 -3.91 0.55  0.16
H: 1.84 -1.16 -1.16  0.27
H: 2.76 0.83 -1.89  0.52
H: -0.11 0.49 -3.66  0.56
H: -1.74 1.54 2.00  0.26
H: -0.53 3.18 2.69  0.22
H: -0.51 5.26 1.51  0.24
H: -2.02 4.44 1.13  0.23
H: -0.69 4.48 -0.07  0.26
C: -1.67 -2.34 -3.68  -0.73
C: -0.81 -2.13 -4.90  0.62
O: -0.45 -1.01 -5.21  -0.58
C: -0.44 -3.34 -5.71  -0.72
H: -1.87 -1.38 -3.22  0.24
H: -2.61 -2.83 -3.93  0.24
H: -1.15 -2.99 -2.96  0.22
H: -1.34 -3.84 -6.06  0.24
H: 0.11 -4.05 -5.08  0.23
H: 0.18 -3.05 -6.55  0.25

=====

Record 5
C23H29BF3N10NiO2S4 as an isolated structure, computed with the ωB97M-V functional and the def2-TZVPD basis.

Output
Electronic energy: -5017.4877 a.u.
Maximum force: 1.06 eV/A
Multiplicity: 3
Gap between HOMO and LUMO (alpha / beta): 6.20 / 6.66 eV
Relative energy (zero: lowest compared OMol25 entry of this formula, charge and spin): 104.8 kcal/mol
Charge: -1
⟨S²⟩: 2.0105

Last column: Mulliken spin population.
Element x y z (Å)
Ni: -0.64 -1.46 -1.87  1.52
N: 0.95 5.64 4.56  0.00
C: 0.56 5.07 3.34  0.00
C: 1.19 5.47 2.16  0.00
C: 0.86 4.85 0.96  0.00
C: -0.11 3.86 0.92  0.00
C: -0.74 3.47 2.09  0.00
C: -0.40 4.07 3.30  0.00
S: -0.55 3.12 -0.68  0.00
O: 0.09 1.65 -0.17  0.01
O: -2.00 3.06 -0.63  0.00
N: -0.12 1.47 -2.63  0.01
C: -0.91 0.99 -3.57  0.00
N: -1.30 1.87 -4.53  0.00
C: -2.05 1.42 -5.50  0.00
C: -2.44 0.09 -5.61  0.00
C: -2.01 -0.75 -4.61  0.00
N: -1.28 -0.34 -3.58  0.02
H: 1.35 6.56 4.50  0.00
H: 0.26 5.57 5.30  0.00
H: 1.94 6.25 2.19  0.00
H: 1.35 5.15 0.04  0.00
H: -1.49 2.70 2.04  0.00
H: -0.88 3.75 4.22  0.00
H: -2.34 2.16 -6.25  0.00
H: -3.05 -0.27 -6.43  0.00
H: -2.25 -1.81 -4.63  0.00
C: 2.82 -1.86 1.23  0.01
N: 1.70 -2.77 1.29  0.00
C: 1.20 -3.40 2.40  0.00
C: 0.28 -4.29 1.97  0.00
N: 0.22 -4.23 0.60  0.00
B: -0.48 -5.31 -0.29  0.01
N: -1.94 -4.88 -0.60  0.00
C: -3.03 -5.17 0.18  0.00
C: -4.13 -4.63 -0.39  0.00
N: -3.71 -3.99 -1.53  0.01
C: -4.54 -3.20 -2.40  0.00
C: -2.36 -4.13 -1.64  -0.01
S: -1.45 -3.59 -2.98  0.07
C: 1.06 -3.26 0.19  0.00
S: 1.37 -2.70 -1.39  0.06
H: 3.09 -1.58 2.24  0.00
H: 2.57 -0.96 0.66  -0.01
H: 3.66 -2.34 0.74  0.00
H: 1.55 -3.16 3.39  0.00
H: -0.33 -4.97 2.53  0.00
H: -0.54 -6.33 0.37  0.00
H: 0.13 -5.44 -1.31  0.00
H: -2.94 -5.76 1.07  0.00
H: -5.16 -4.62 -0.08  0.00
H: -5.37 -3.80 -2.77  0.00
H: -3.93 -2.86 -3.23  0.00
H: -4.93 -2.32 -1.87  0.00
C: 2.11 1.33 2.46  0.00
N: 2.99 1.81 1.43  0.00
C: 3.93 2.91 1.70  0.00
C: 4.56 3.15 0.33  0.00
N: 3.95 2.07 -0.47  0.00
C: 3.02 1.34 0.18  0.00
S: 0.51 0.58 -1.42  0.10
H: 1.62 2.17 2.95  0.00
H: 2.67 0.76 3.22  0.00
H: 1.35 0.71 2.01  0.00
H: 4.67 2.59 2.44  0.00
H: 3.40 3.78 2.09  0.00
H: 5.65 3.05 0.34  0.00
H: 4.31 4.13 -0.08  0.00
H: 4.09 2.00 -1.45  0.00
F: -0.89 -1.13 0.97  0.00
C: -1.70 -1.25 -0.15  0.14
F: -2.34 -0.02 -0.20  0.01
F: -2.72 -2.07 0.31  0.01

=====

Record 6
A 2-piece molecular cluster, C7H13F2N3O2S overall, computed with the ωB97M-V functional and the def2-TZVPD basis.

Output
Electronic energy: -1187.0495 a.u.
Maximum force: 4.92 eV/A
Gap between HOMO and LUMO: 7.48 eV
Relative energy (zero: lowest compared OMol25 entry of this formula, charge and spin): 105.0 kcal/mol
Charge: 0

Last column: natural (NBO) charge in e.
Element x y z (Å)
C: 0.76 2.10 0.46  0.15
C: 2.54 -3.30 4.59  1.04
C: -2.00 -0.82 -1.25  -0.63
C: 1.10 0.72 0.05  -0.32
C: -0.67 -0.13 -1.31  -0.24
C: -0.03 -1.45 0.59  -0.08
C: 0.16 -1.41 2.02  0.71
N: -0.46 2.33 0.76  -0.66
N: 0.88 -2.17 -0.33  -0.86
N: -0.19 -0.02 0.03  -0.43
O: 2.63 -3.93 3.63  -0.52
O: 2.35 -2.72 5.57  -0.53
F: 0.12 -2.57 2.71  -0.34
F: -0.71 -0.52 2.63  -0.36
S: 2.24 -0.99 2.68  -0.50
H: 1.60 2.73 0.57  0.18
H: -1.91 -1.79 -0.81  0.25
H: -2.73 -0.17 -0.64  0.20
H: -2.41 -0.96 -2.22  0.22
H: 1.45 0.57 -0.90  0.22
H: 1.88 0.31 0.65  0.28
H: -0.68 0.84 -1.98  0.23
H: 0.03 -0.86 -1.98  0.25
H: -0.74 3.33 1.22  0.38
H: 1.07 -3.04 0.02  0.39
H: 1.78 -1.63 -0.60  0.34
H: -0.81 0.42 0.71  0.50
H: 1.58 -0.77 3.82  0.14